9
Properties=species:S:1:pos:R:3:nbo_charge:R:1 method="wB97M-V/def2-TZVPD" total_charge=+1 relative_energy_ev=5.405 gap_ev="7.27 / 7.27"
H 0.140 1.324 -0.404 0.435
C -0.827 -0.337 0.023 0.195
H -0.685 -1.529 0.151 0.345
C 1.721 0.009 0.015 0.569
N 0.367 0.376 -0.064 -0.617
O -3.081 0.421 0.106 0.044
H 1.776 -1.217 0.342 0.140
O 2.543 0.814 -0.145 -0.423
N -1.953 0.138 -0.024 0.312